45
Properties=species:S:1:pos:R:3 method="wB97M-V/def2-TZVPD" relative_energy_kcal_mol=0.0 multiplicity=2 charge=+2 total_energy_ev=-62268.0916 orbital_gap_ev="5.76 / 6.24" max_force_ev_per_a=7.1
V 0.0297 -0.3473 -1.2524
H -1.1065 -1.2480 -0.3686
H -1.0295 -0.0440 0.2650
P -0.2338 -2.7230 -1.6778
P -0.2225 1.8951 -1.7471
C 1.2925 2.8230 -1.3161
H 1.1140 3.8778 -1.5855
H 1.4579 2.6923 -0.2351
H 2.1348 2.4029 -1.8897
C -0.5386 2.2632 -3.4950
H -1.4934 1.7931 -3.7830
H -0.5835 3.3589 -3.6147
H 0.2864 1.8237 -4.0782
C -1.5411 2.7901 -0.8594
H -1.3541 2.6929 0.2213
H -1.5187 3.8406 -1.1821
H -2.5040 2.3202 -1.1086
C -0.3548 -3.1903 -3.4650
H -0.4258 -4.2802 -3.6145
H -1.2447 -2.7119 -3.8952
H 0.5290 -2.8055 -3.9906
C 1.1910 -3.7809 -1.1674
H 1.2946 -3.7232 -0.0730
H 1.0333 -4.8329 -1.4649
H 2.1135 -3.4067 -1.6381
C -1.6450 -3.7020 -1.0063
H -2.5756 -3.2217 -1.3478
H -1.6141 -4.7551 -1.3395
H -1.5939 -3.6417 0.0924
C 1.8351 -0.6274 -0.6865
O 2.7113 -0.5724 0.0818
H 0.6868 -0.3801 -2.6457
C -0.1425 0.7061 0.4877
C 0.2934 1.0228 1.6580
C 0.3407 1.1444 3.0438
C -0.7353 1.7584 3.7503
C -0.7475 1.8273 5.1547
C 0.3273 1.2958 5.8832
C 1.4181 0.7109 5.2179
C 1.4313 0.6414 3.8122
H -1.5582 2.1724 3.1655
H -1.6024 2.2909 5.6592
H 0.3166 1.3529 6.9721
H 2.2593 0.3000 5.7871
H 2.2687 0.1970 3.2756

78
Properties=species:S:1:pos:R:3 method="wB97M-V/def2-TZVPD" charge=-2 total_energy_ev=-184618.2028 orbital_gap_ev=4.37 max_force_ev_per_a=7.0
Cd 10.8943 -1.8719 19.0132
Cd 9.5094 -0.3451 15.0941
S 11.8057 -4.0335 20.0576
O 10.4684 -3.8021 19.4895
O 11.8713 -4.8404 21.2734
O 12.6643 -4.8722 19.2351
O 12.3716 -2.6577 20.0991
S 8.2709 -1.4246 17.0716
O 8.4496 -0.0482 16.6760
O 9.1806 -1.7159 18.1574
O 6.8496 -1.6299 17.2683
O 8.7967 -2.0472 15.8292
S 12.0993 -0.5663 17.0541
O 11.5205 -0.0765 18.2950
O 11.9561 -1.9808 17.2655
O 11.1788 -0.1919 15.9840
O 13.4717 -0.0866 16.9166
C 11.0778 0.6085 23.1732
O 9.7047 0.3061 22.9532
C 9.3192 -0.5010 21.9116
O 10.0531 -0.9534 21.0223
O 8.0289 -0.5602 21.8831
C 7.3807 -0.9652 20.6485
H 11.7325 0.3334 22.3463
H 11.5234 0.1636 24.0629
H 11.2420 1.6851 23.2207
H 7.8672 -0.3639 19.8805
H 6.3299 -0.6781 20.6879
H 7.4253 -2.0292 20.4161
C 5.9415 -2.1770 13.7254
O 5.6412 -0.8347 13.5507
C 6.5774 0.1195 13.5285
O 7.7850 -0.0155 13.8308
O 6.0522 1.3240 13.1982
C 4.6899 1.5778 12.9625
H 5.3727 -2.7963 13.0317
H 5.5433 -2.4543 14.7014
H 6.9936 -2.4492 13.6418
H 4.4808 1.1258 11.9929
H 4.5465 2.6579 12.9294
H 4.0593 1.0652 13.6888
C 5.5361 -3.7952 18.8229
O 5.1144 -3.1907 20.0251
C 4.3265 -3.8588 20.9629
O 3.9332 -5.0117 20.8470
O 4.1128 -2.9985 21.9128
C 3.2657 -3.3512 23.0542
H 5.2502 -4.8468 18.7964
H 6.6116 -3.7104 18.6676
H 5.2325 -3.1848 17.9724
H 2.2364 -3.6001 22.7959
H 3.3691 -2.4232 23.6166
H 3.6323 -4.1253 23.7283
C 10.9835 -4.1810 14.9962
C 11.9870 -5.0418 15.7316
O 13.1268 -5.0051 14.9651
C 12.7455 -4.7522 13.6829
O 13.4617 -4.7281 12.6882
O 11.4241 -4.4308 13.6595
F 11.4344 -6.2022 15.8988
H 11.1401 -3.1191 15.1861
H 9.9691 -4.4017 15.3284
H 12.1989 -4.6473 16.7253
C 6.3467 2.0410 17.5390
Cl 5.8807 2.5127 19.1874
Cl 5.5271 2.9790 16.2823
H 7.4114 2.2177 17.3863
H 6.2510 0.9688 17.3679
C 7.0116 -5.5104 14.9897
Cl 8.3450 -6.6418 14.7273
Cl 5.6919 -6.0951 15.9385
H 7.4495 -4.6573 15.5080
H 6.5435 -5.2118 14.0517
C 3.7856 -0.9740 16.2953
Cl 2.4981 -0.5409 15.0609
Cl 3.2228 -0.4870 17.9779
H 4.1075 -2.0154 16.2848
H 4.6813 -0.3754 16.1295

53
Properties=species:S:1:pos:R:3 method="wB97M-V/def2-TZVPD" relative_energy_kcal_mol=11.6 multiplicity=3 charge=-1 total_energy_ev=-60920.1945 orbital_gap_ev="7.06 / 7.47" max_force_ev_per_a=1.1
Pd 0.4416 0.0158 -0.0044
O -1.6512 -0.4265 2.7049
S -1.7072 -1.0815 1.3965
O -2.7900 -2.0342 1.2679
O -1.7861 -0.0066 0.3068
O -0.3560 -1.7257 1.0781
C 0.6863 -2.6822 -4.3720
C 0.9912 -1.8620 -3.1141
C 1.9655 -2.6759 -2.2448
P -0.3913 -1.2006 -2.0875
C -1.6640 -2.5104 -1.8455
C -1.0637 -3.7698 -1.2191
C -2.5559 -2.8554 -3.0395
C -1.2592 0.1294 -3.0496
C -1.2674 -0.0061 -4.5748
C -0.7401 1.5191 -2.6818
H 1.6269 -2.9060 -4.8850
H 0.0373 -2.1796 -5.0833
H 0.2303 -3.6384 -4.1151
H 1.5081 -0.9409 -3.4088
H 1.6205 -3.7081 -2.1534
H 2.0861 -2.2664 -1.2466
H 2.9529 -2.6929 -2.7123
H -2.3095 -2.0617 -1.0773
H -0.4864 -4.3455 -1.9435
H -1.8774 -4.4056 -0.8618
H -0.4315 -3.5312 -0.3627
H -2.0039 -3.3045 -3.8654
H -3.0991 -1.9916 -3.4199
H -3.3039 -3.5835 -2.7113
H -2.2865 0.0573 -2.6775
H -0.2546 0.0695 -4.9782
H -1.8456 0.8176 -5.0043
H -1.7054 -0.9351 -4.9302
H 0.3050 1.6477 -2.9747
H -0.8111 1.7172 -1.6120
H -1.3362 2.2743 -3.2031
N -2.8300 1.5541 3.8695
C -1.9211 2.4559 4.3101
O -2.1426 3.3149 5.1495
C -0.5791 2.2605 3.6966
C 0.5676 2.2786 4.4692
C 1.7665 1.9032 3.8858
C 1.7638 1.5244 2.5511
N 0.6629 1.5622 1.7976
C -0.4740 1.9252 2.3640
H -3.7413 1.5738 4.2921
H -2.5246 0.7317 3.3449
H 0.5002 2.5453 5.5168
H 2.6848 1.8683 4.4557
H 2.6645 1.1929 2.0491
H -1.3500 1.8897 1.7287
I 2.7315 0.8094 -0.9965

53
Properties=species:S:1:pos:R:3 method="wB97M-V/def2-TZVPD" charge=+2 total_energy_ev=-52969.4115 orbital_gap_ev=6.27 max_force_ev_per_a=4.2
C 3.7183 -0.0420 0.5839
C 2.5010 -0.1829 -0.3347
O 1.4008 0.3582 0.3787
P -0.1418 0.5766 -0.1908
C -0.5347 1.6996 1.3141
C 0.3066 1.5563 2.5658
Si 0.2553 2.9190 -1.0725
C 1.5440 3.7296 -0.0290
C 0.9608 2.5068 -2.7329
C -1.2821 3.9025 -1.2644
O 0.1858 -0.2158 -1.6070
C -0.2795 -1.5657 -1.6130
C -1.2444 -1.7375 -0.4211
C -2.6991 -1.5674 -0.9265
O -3.4770 -0.8755 0.0423
N -4.2041 0.2819 -0.5609
O -5.1240 -0.0481 -1.1582
C -1.0313 -2.9855 0.4124
C -2.0800 -3.5670 1.1120
C -1.8215 -4.6626 1.9047
C -0.5252 -5.1366 1.9885
N 0.4912 -4.5968 1.3252
C 0.2239 -3.5488 0.5624
O -0.9393 -0.6484 0.4843
H 4.4728 -0.8152 0.3461
H 3.4163 -0.0717 1.6344
H 4.2158 0.9172 0.4309
H 2.3427 -1.2404 -0.5489
H 2.6819 0.3497 -1.2652
H -1.3852 1.0395 -0.8642
H -1.5769 1.4204 1.5018
H -0.5554 2.7635 1.0661
H -0.2178 2.0864 3.3650
H 0.3995 0.5210 2.8869
H 1.2828 2.0299 2.4833
H 2.0081 3.0699 0.7014
H 2.3286 4.0589 -0.7150
H 1.1294 4.5827 0.5070
H 0.9132 3.4890 -3.2201
H 0.3779 1.7926 -3.3068
H 2.0037 2.2015 -2.6898
H -1.9948 3.4763 -1.9665
H -1.7744 4.1254 -0.3186
H -0.9364 4.8653 -1.6602
H -0.7784 -1.7935 -2.5546
H 0.5852 -2.2236 -1.5747
H -3.1526 -2.5391 -1.1184
H -2.6839 -0.9829 -1.8514
H -3.0823 -3.1644 1.0501
H -2.6022 -5.1438 2.4755
H -0.3015 -5.9867 2.6208
H 1.0734 -3.1191 0.0422
Al 5.6068 -1.8584 1.7795